[1]
The following is a quantum chemistry calculation of a structure of composition C6H12N2O in a non-equilibrium geometry, from the Open Molecules 2025 dataset.

Properties
- Spin multiplicity: 1
- Total charge: 0
- Highest occupied orbital energy: -8.33 eV

XYZ file:
```
21
Properties=species:S:1:pos:R:3:lowdin_charge:R:1
C 0.757 -1.290 -0.771 -0.150
C -2.029 1.672 -0.122 -0.038
C 0.096 -0.185 1.703 -0.049
C -1.398 -0.498 -1.230 -0.208
C -1.134 0.499 -0.413 -0.247
C 0.193 0.265 0.260 -0.467
N 1.156 1.224 0.087 0.076
N 2.116 -1.445 -0.265 -0.031
O -1.871 -1.254 -2.010 0.145
H 2.064 1.007 -0.308 0.081
H 0.848 2.103 -0.309 0.085
H 2.127 -1.934 0.620 0.064
H 2.694 -1.957 -0.920 0.065
H 0.147 -2.170 -0.533 0.097
H 0.840 -1.101 -1.842 0.104
H -1.580 2.617 -0.443 0.074
H -2.975 1.553 -0.648 0.082
H -2.242 1.752 0.949 0.078
H 1.087 -0.373 2.116 0.074
H -0.378 0.596 2.301 0.080
H -0.517 -1.079 1.779 0.081
```



[2]
The following is a quantum chemistry calculation of a cluster of 3 separate species, C6H12N2O2 in total in a non-equilibrium geometry, from the Open Molecules 2025 dataset.

Properties
- SMILES: C1=NCCCC1.O=C=O.N
- Spin multiplicity: 1
- Total charge: 0
- Highest occupied orbital energy: -9.30 eV

XYZ file:
```
22
Properties=species:S:1:pos:R:3:lowdin_charge:R:1
C 3.554 1.912 -1.482 -0.461
C -2.018 -0.564 -0.130 -0.218
C -1.582 0.545 0.860 -0.177
C -1.046 -1.734 -0.095 -0.170
C -0.101 0.643 1.411 -0.259
C 0.322 -1.505 0.710 -0.176
N 0.788 0.212 -1.437 0.008
N 0.635 -0.521 1.429 -0.001
O 4.343 1.487 -2.188 0.230
O 2.748 2.298 -0.768 0.203
H -3.040 -0.941 0.305 0.143
H -2.024 -0.146 -1.093 0.072
H -1.991 1.464 0.343 0.122
H -2.206 0.400 1.736 0.086
H -1.401 -2.651 0.520 0.125
H -0.798 -2.206 -1.106 0.122
H 0.200 1.408 0.667 0.092
H -0.102 1.104 2.446 0.134
H 0.681 -2.395 1.082 0.083
H 0.646 -0.207 -0.382 0.024
H 0.580 1.122 -1.035 -0.024
H 1.812 0.274 -1.792 0.044
```



[3]
The following is a quantum chemistry calculation of an isolated molecule of C6H12N2O2 in a non-equilibrium geometry, from the Open Molecules 2025 dataset.

Properties
- SMILES: C#CCNC[C@H](O)CON
- Spin multiplicity: 1
- Total charge: 0
- Highest occupied orbital energy: -8.86 eV

XYZ file:
```
22
Properties=species:S:1:pos:R:3:lowdin_charge:R:1
C -0.482 -3.516 2.554 0.104
C 0.204 -2.703 2.015 -0.135
O -1.053 1.545 -2.279 -0.220
O 1.111 2.262 -0.693 -0.033
N -0.326 0.704 -3.147 0.017
N 0.005 -0.414 1.609 -0.070
C 0.889 -1.565 1.376 -0.236
C -1.053 1.103 -0.892 -0.126
C 0.444 0.916 1.161 -0.177
C 0.395 1.080 -0.340 -0.395
H -1.023 -4.291 3.032 0.020
H 0.792 2.574 -1.572 0.096
H -0.940 -0.012 -3.555 0.093
H 0.134 1.254 -3.873 0.092
H -0.951 -0.637 1.325 0.109
H 1.904 -1.451 1.793 0.127
H 0.977 -1.764 0.292 0.109
H -1.671 1.780 -0.267 0.140
H -1.455 0.106 -0.865 0.108
H 1.449 1.154 1.550 0.134
H -0.252 1.665 1.558 0.120
H 0.904 0.209 -0.780 0.125
```